1.
{"formula": "C4H5NO", "method": "ωB97M-V/def2-TZVPD", "gap_ev": 10.04, "de_lowest_kcal_mol": 87.7, "species": ["C", "C", "C", "C", "O", "N", "H", "H", "H", "H", "H"], "coordinates": [[-2.7128, -0.1575, 0.3951], [-1.2605, -0.3269, 0.3770], [-0.0703, -0.4796, 0.3583], [1.8500, 0.6906, 0.0974], [1.2485, -0.5478, 0.2593], [3.1002, 0.4258, -0.2437], [-3.1747, -0.7016, -0.4358], [-2.9866, 0.9003, 0.2987], [-3.1247, -0.5377, 1.3347], [3.4694, -0.5111, -0.3901], [3.7128, 1.2013, -0.4410]], "nbo_charge": [-0.67, -0.10, 0.29, 0.32, -0.53, -0.80, 0.23, 0.24, 0.23, 0.39, 0.40]}


2.
{"formula": "C15H42F6O12PS6", "method": "ωB97M-V/def2-TZVPD", "gap_ev": [6.57, 1.96], "s2": 0.76, "multiplicity": 2, "species": ["P", "F", "F", "F", "F", "F", "F", "O", "S", "O", "O", "C", "C", "C", "H", "H", "H", "H", "H", "H", "H", "H", "O", "S", "O", "O", "C", "C", "C", "H", "H", "H", "H", "H", "H", "H", "H", "O", "S", "O", "O", "C", "C", "C", "H", "H", "H", "H", "H", "H", "H", "H", "C", "S", "O", "C", "H", "H", "H", "H", "H", "H", "C", "S", "O", "C", "H", "H", "H", "H", "H", "H", "C", "S", "O", "C", "H", "H", "H", "H", "H", "H"], "coordinates": [[-0.1237, -0.1453, -0.4443], [-1.1595, 0.2205, 0.8778], [-0.3304, -1.7416, -0.2743], [-1.3935, 0.0071, -1.4449], [0.9531, -0.3348, -1.6378], [0.1399, 1.4780, -0.4525], [1.0884, -0.4305, 0.5880], [2.1348, 2.5521, 4.4700], [2.0502, 1.2716, 5.1751], [2.5303, 1.2276, 6.5849], [0.5207, 0.6541, 5.1249], [-0.1244, 0.8643, 3.8907], [-1.6307, 0.9176, 4.1079], [2.8713, -0.0055, 4.1749], [0.0746, 0.1127, 3.1268], [0.1177, 1.8440, 3.4785], [-2.0149, 1.8015, 4.6170], [-2.0046, 0.0356, 4.6278], [-1.9902, 0.9321, 3.0790], [2.6496, 0.1817, 3.1242], [2.5904, -1.0417, 4.3632], [3.9249, 0.1874, 4.3766], [-0.9829, 1.7515, -5.7629], [-0.9772, 2.9671, -4.9326], [-1.1239, 4.3539, -5.5187], [-2.0455, 2.8574, -3.6434], [-2.3913, 3.9418, -2.8017], [-1.7332, 3.8086, -1.4146], [0.5522, 2.9766, -3.8343], [-3.4773, 3.9403, -2.7084], [-2.1035, 4.9340, -3.1493], [-0.7057, 4.1662, -1.3471], [-1.7266, 2.7833, -1.0448], [-2.3606, 4.3589, -0.7134], [1.3673, 2.6018, -4.4534], [0.2294, 2.2518, -3.0868], [0.7294, 4.0062, -3.5236], [-5.5393, -4.1616, 0.2306], [-5.4525, -2.7184, 0.3749], [-6.5927, -1.8838, 0.0109], [-4.9353, -2.3978, 1.8706], [-3.7259, -3.0130, 2.3129], [-2.7250, -1.9293, 2.4244], [-3.9783, -2.1667, -0.6452], [-3.3305, -3.8131, 1.6872], [-3.9345, -3.4710, 3.2797], [-3.1466, -1.0038, 2.8167], [-2.4418, -1.5402, 1.4463], [-1.9056, -2.3564, 3.0025], [-4.3202, -2.4827, -1.6308], [-3.1300, -2.7820, -0.3455], [-3.9467, -1.0773, -0.6282], [2.7923, 2.9104, 1.1721], [3.1775, 3.6416, -0.5042], [4.5475, 4.2519, -0.3175], [3.4015, 1.9578, -1.3981], [3.0565, 1.8638, 1.3233], [1.7429, 2.9767, 1.4594], [3.3339, 3.5275, 1.8890], [4.0854, 1.3197, -0.8384], [3.9088, 2.0820, -2.3548], [2.4148, 1.4947, -1.3901], [4.6342, -1.6318, 1.0411], [3.9913, -3.1908, 1.7708], [3.6351, -2.9735, 3.2745], [2.3591, -3.3580, 0.9612], [4.9691, -1.8365, 0.0243], [5.5485, -1.3573, 1.5673], [3.9072, -0.8216, 1.0965], [1.8139, -4.2617, 1.2337], [2.3845, -3.2873, -0.1262], [1.7936, -2.5406, 1.4085], [0.5045, -1.5646, -4.5805], [-0.7478, -2.8115, -4.9819], [-0.0451, -3.9180, -5.7504], [-1.0932, -3.3823, -3.3189], [1.4585, -2.0443, -4.3619], [0.2121, -0.8594, -3.8024], [0.6524, -1.0158, -5.5106], [-1.7074, -2.7626, -2.6655], [-0.1405, -3.5572, -2.8189], [-1.6104, -4.3417, -3.3072]], "mulliken_spin": [0.00, 0.00, 0.00, 0.00, 0.00, 0.00, 0.00, 0.00, 0.00, 0.00, 0.00, 0.00, 0.00, 0.00, 0.00, 0.00, 0.00, 0.00, 0.00, 0.00, 0.00, 0.00, 0.00, 0.00, 0.00, 0.00, 0.00, 0.00, 0.00, 0.00, 0.00, 0.00, 0.00, 0.00, 0.00, 0.00, 0.00, 0.00, 0.00, 0.00, 0.00, 0.00, 0.00, 0.00, 0.00, 0.00, 0.00, 0.00, 0.00, 0.00, 0.00, 0.00, 0.00, 0.00, 0.00, 0.00, 0.00, 0.00, 0.00, 0.00, 0.00, 0.00, 0.05, 0.22, 0.66, 0.06, 0.00, 0.00, 0.01, 0.00, 0.00, 0.00, 0.00, 0.00, 0.00, 0.00, 0.00, 0.00, 0.00, 0.00, 0.00, 0.00]}